C14H22F5O12PSi | the ωB97M-V functional and the def2-TZVPD basis

Computed properties:
net charge = 0
SMILES = O=P(O)(O)[SiH2]C(F)(F)C(F)(F)F.C[C@@H]1COC(=O)O1.C[C@@H]1COC(=O)O1.C[C@@H]1COC(=O)O1
frontier orbital gap = 10.65 eV
electronic energy = -70201.631 eV
HOMO energy = -10.516 eV

XYZ file:
```
55
Properties=species:S:1:pos:R:3:nbo_charge:R:1
P -1.439 0.491 2.090 2.011
Si -3.344 1.544 2.682 0.584
F -4.177 1.295 0.057 -0.319
F -5.256 -0.648 2.475 -0.318
F -5.417 2.550 1.353 -0.327
F -6.897 0.658 1.907 -0.304
F -5.835 -0.513 0.400 -0.305
O 0.003 3.966 5.223 -0.486
O 5.522 -1.935 -7.332 -0.496
O -0.453 1.535 1.421 -0.969
O 3.772 -2.501 -8.592 -0.497
O -1.786 -0.631 1.200 -1.122
O -1.103 3.547 3.305 -0.595
O 5.600 -1.608 -9.560 -0.575
O 0.862 -4.248 -2.186 -0.489
O -0.705 0.058 3.451 -0.964
O 1.982 -2.330 -2.354 -0.494
O -1.908 5.027 4.795 -0.488
O 2.851 -4.206 -3.240 -0.594
C -4.701 1.391 1.300 0.317
C 0.179 -3.308 -1.330 0.065
C 5.023 -1.976 -8.591 0.968
C 4.450 -2.240 -6.416 0.067
C 1.981 -3.651 -2.649 0.978
C -0.116 4.996 6.223 0.063
C 4.951 -2.960 -5.190 -0.649
C 3.540 -3.065 -7.294 -0.094
C -5.699 0.199 1.529 0.913
C -1.597 5.291 6.170 -0.095
C 0.383 4.519 7.565 -0.628
C 0.665 -1.993 -1.888 -0.094
C -1.315 -3.494 -1.385 -0.634
C -1.008 4.125 4.341 0.980
H 2.491 -2.975 -7.021 0.201
H -3.098 2.961 2.847 -0.094
H 5.507 -2.277 -4.547 0.219
H -1.823 -2.652 -0.914 0.245
H 0.542 -3.458 -0.311 0.189
H -0.473 1.414 0.466 0.517
H 1.469 4.434 7.561 0.230
H 0.072 -1.646 -2.738 0.184
H 0.713 -1.207 -1.138 0.208
H 3.975 -1.297 -6.133 0.179
H -1.837 6.320 6.426 0.209
H -1.340 -0.508 3.908 0.503
H -2.186 4.617 6.797 0.185
H -3.873 1.048 3.967 -0.132
H -0.016 3.530 7.793 0.224
H 4.119 -3.375 -4.615 0.264
H -1.606 -4.406 -0.865 0.226
H 0.468 5.857 5.886 0.188
H 3.816 -4.122 -7.316 0.185
H 0.094 5.213 8.354 0.223
H 5.634 -3.764 -5.468 0.217
H -1.659 -3.592 -2.416 0.219
```